The following is a DFT calculation (ωB97M-V/def2-TZVPD) of a structure of composition C4H42O21Tl at a distorted geometry.

The value obtained for the max |F| is 5.28 eV/A. The value obtained for the orbital gap is 7.229 eV. Its LUMO energy is 0.06118 Eh. As for the charge: -1.

```
68
C4H42O21Tl ωB97M-V/def2-TZVPD
Tl 1.442 -0.889 1.540
O -0.576 -0.909 1.401
C -0.899 -0.216 0.238
C -0.007 0.983 0.172
O 1.378 0.574 0.253
H -1.878 0.036 0.236
H -0.652 -0.870 -0.544
H -0.216 1.735 0.880
H -0.041 1.482 -0.783
O 3.441 -0.835 2.032
C 3.993 -1.951 1.272
C 3.213 -2.122 0.027
O 1.843 -2.428 0.246
H 3.872 -2.850 1.922
H 4.977 -1.700 1.067
H 3.591 -2.784 -0.660
H 3.206 -1.149 -0.373
O -1.459 2.730 -3.643
H -0.903 2.326 -4.305
H -1.779 1.921 -3.124
O 1.073 -2.913 -2.380
H 1.084 -2.936 -1.406
H 0.874 -3.785 -2.730
O 2.688 2.827 -0.370
H 2.135 2.039 -0.215
H 2.314 3.402 -1.076
O 0.206 -0.690 -3.454
H 0.933 -0.259 -2.982
H 0.485 -1.609 -3.316
O -3.232 -1.711 1.109
H -2.620 -1.006 1.099
H -3.412 -1.836 2.014
O 1.108 -2.374 3.053
H 0.235 -2.569 3.446
H 1.532 -3.252 3.061
O 2.183 0.852 -2.538
H 2.956 0.367 -2.300
H 1.686 0.933 -1.739
O 4.794 1.074 0.667
H 4.467 0.199 0.855
H 3.970 1.602 0.592
O 0.440 4.121 -2.021
H -0.144 3.514 -2.409
H 0.909 4.403 -2.824
O -0.935 -3.651 0.825
H -1.078 -3.670 -0.126
H -0.926 -2.747 1.153
O -2.526 -0.010 3.468
H -2.211 -0.853 3.675
H -1.677 0.413 3.293
O -2.338 0.296 -2.403
H -1.601 -0.201 -2.023
H -2.916 0.324 -1.626
O -0.814 2.592 3.152
H -0.939 3.067 2.351
H -0.203 3.124 3.702
O -2.412 2.960 -0.747
H -3.044 2.410 -0.258
H -1.631 2.446 -0.540
O -4.288 -1.903 -1.698
H -4.054 -1.505 -0.881
H -3.650 -1.527 -2.322
O -4.526 0.906 -0.660
H -5.341 0.728 -1.138
H -4.665 0.906 0.292
O 0.985 0.583 3.224
H 1.186 0.471 4.188
H 0.394 1.366 3.108
```